Below is the ion C7H9O3 with charge -1, with properties calculated with ωB97M-V/def2-TZVPD.

Last column: Löwdin charge in e.
Positions of all 19 atoms, in Å:
1 C 0.28 0.13 2.32  -0.078
2 C -0.13 1.29 1.86  -0.238
3 C 0.22 -1.20 1.65  -0.443
4 C -0.46 -1.34 0.34  -0.176
5 C -0.40 -0.19 -0.56  -0.445
6 C -1.54 0.03 -1.56  -0.107
7 C 1.55 0.92 -1.31  -0.149
8 O -0.45 2.44 1.89  0.058
9 O 0.70 -2.20 2.20  -0.024
10 O 0.79 -0.28 -1.33  -0.213
11 H 0.92 0.03 3.25  0.125
12 H -0.05 -2.33 -0.14  0.151
13 H -1.55 -1.17 0.56  0.123
14 H -2.47 -0.36 -1.03  0.078
15 H -1.47 -0.51 -2.48  0.034
16 H -1.42 1.10 -1.85  0.066
17 H 1.04 1.69 -1.90  0.068
18 H 2.57 0.69 -1.67  0.063
19 H 1.88 1.27 -0.23  0.105

For the HOMO energy (spin up / spin down), the calculation gives -2.1825 / -2.1767 eV. The spin multiplicity is 1. The charge is -1. The lowest unoccupied orbital energy (spin up / spin down) comes out at 3.85 / 3.85 eV.

---

Below is a cluster of 2 separate species, C4H8O in total, with properties calculated with ωB97M-V/def2-TZVPD.

Last column: Mulliken spin population.
Positions of all 13 atoms, in Å:
1 C -1.88 -2.70 0.05  0.000
2 C -1.16 -2.41 -1.04  0.000
3 H -2.74 -2.12 0.37  0.000
4 H -1.75 -3.74 0.37  0.000
5 H -0.79 -1.38 -1.25  0.000
6 H -0.82 -3.16 -1.75  0.000
7 C 0.99 2.94 0.91  0.491
8 C 1.17 2.04 -0.14  0.200
9 O 2.08 1.11 -0.02  0.234
10 H 0.03 3.46 0.93  0.034
11 H 1.89 3.03 1.53  0.030
12 H 0.33 1.73 -0.74  0.014
13 H 2.66 1.22 0.76  -0.004

For the HOMO energy (spin up / spin down), the calculation gives -11.8952 / -11.8951 eV. Its expectation value of S² is 0.7569. The spin multiplicity is 2. The charge is +1. The lowest unoccupied orbital energy (spin up / spin down) comes out at -5.74 / -9.07 eV.

---

Below is a structure of composition C44H40Cl2Ge2N6O2STc, with properties calculated with ωB97M-V/def2-TZVPD.

Last column: Mulliken spin population.
Positions of all 98 atoms, in Å:
1 Tc 0.11 -0.42 -0.11  1.301
2 Cl -6.06 -0.55 3.29  0.000
3 C -4.91 0.19 2.24  -0.002
4 C -3.65 -0.36 2.14  0.016
5 C -2.68 0.20 1.31  0.001
6 N -1.35 -0.28 1.31  0.031
7 C -0.73 -0.73 2.47  0.009
8 O -1.09 -1.61 3.22  0.015
9 C 0.55 0.05 2.69  -0.001
10 C 0.98 0.44 3.93  -0.001
11 C 2.07 1.31 4.01  0.001
12 C 2.68 1.72 2.84  0.001
13 C 2.22 1.25 1.63  -0.012
14 N 1.17 0.42 1.55  -0.046
15 C -3.01 1.35 0.58  0.008
16 C -4.27 1.91 0.70  -0.006
17 C -5.23 1.33 1.51  0.008
18 Cl -6.79 2.05 1.60  0.001
19 N -2.02 2.06 -0.15  0.005
20 C -1.45 1.50 -1.12  0.043
21 O -0.34 2.01 -1.70  0.004
22 C -1.98 0.28 -1.85  -0.047
23 C -3.07 0.36 -2.70  0.005
24 C -3.39 -0.76 -3.44  0.005
25 C -2.60 -1.90 -3.33  0.001
26 C -1.54 -1.90 -2.44  0.025
27 N -1.26 -0.83 -1.69  -0.063
28 H -3.41 -1.25 2.71  0.000
29 H 0.45 0.10 4.81  0.001
30 H 2.42 1.65 4.97  0.000
31 H 3.52 2.40 2.86  0.000
32 H 2.70 1.52 0.70  0.006
33 H -4.51 2.81 0.16  -0.001
34 H -3.63 1.28 -2.77  0.000
35 H -4.23 -0.75 -4.12  0.000
36 H -2.80 -2.78 -3.92  0.000
37 H -0.90 -2.76 -2.33  -0.004
38 C 0.96 3.98 -3.40  -0.001
39 Ge -0.19 3.91 -1.85  0.001
40 C -1.98 4.50 -2.20  0.000
41 C 0.58 4.50 -0.19  -0.002
42 Ge 1.78 0.02 -1.88  -0.053
43 C 1.39 -0.59 -3.68  0.005
44 C 1.59 -1.95 -3.93  0.009
45 C 1.23 -2.50 -5.15  0.003
46 C 0.65 -1.71 -6.12  -0.001
47 C 0.43 -0.36 -5.88  0.002
48 C 0.81 0.20 -4.67  -0.005
49 C 3.53 0.84 -1.79  0.000
50 C 4.59 -0.07 -1.73  0.003
51 C 5.89 0.39 -1.55  0.002
52 C 6.14 1.74 -1.42  -0.001
53 C 5.09 2.65 -1.48  0.000
54 C 3.79 2.20 -1.65  -0.004
55 H 1.59 4.87 -3.36  0.000
56 H 0.35 4.04 -4.30  0.000
57 H 1.60 3.10 -3.46  0.000
58 H -1.95 5.56 -2.45  0.000
59 H -2.62 4.38 -1.33  0.000
60 H -2.40 3.97 -3.05  0.000
61 H 0.64 5.59 -0.20  0.000
62 H 1.59 4.11 -0.06  0.000
63 H -0.05 4.18 0.64  0.000
64 H 2.04 -2.59 -3.17  -0.003
65 H 1.41 -3.55 -5.34  0.000
66 H 0.36 -2.14 -7.08  0.000
67 H -0.01 0.26 -6.65  0.000
68 H 0.63 1.26 -4.50  0.000
69 H 4.41 -1.13 -1.84  -0.001
70 H 6.71 -0.32 -1.51  0.000
71 H 7.16 2.10 -1.28  0.000
72 H 5.29 3.71 -1.39  0.000
73 H 2.98 2.93 -1.67  0.002
74 C -1.41 -6.40 0.47  0.001
75 N -0.68 -5.74 1.56  -0.002
76 C -0.17 -6.38 2.68  -0.002
77 C 0.45 -5.43 3.43  -0.001
78 N 0.29 -4.24 2.75  -0.004
79 C -0.38 -4.44 1.62  0.003
80 S -0.89 -3.24 0.47  -0.012
81 H -1.51 -7.45 0.71  0.000
82 H -0.86 -6.29 -0.46  0.001
83 H -2.40 -5.96 0.37  -0.001
84 H -0.30 -7.43 2.85  0.000
85 H 0.97 -5.51 4.36  0.000
86 H 0.60 -3.33 3.06  -0.001
87 C 0.55 -2.24 0.25  -0.248
88 C 1.86 -2.92 0.28  0.054
89 C 2.05 -4.16 -0.34  -0.017
90 C 3.29 -4.76 -0.36  0.008
91 C 4.38 -4.15 0.25  -0.013
92 C 4.21 -2.92 0.88  0.006
93 C 2.96 -2.31 0.89  -0.025
94 H 1.21 -4.64 -0.85  -0.002
95 H 3.42 -5.72 -0.86  -0.001
96 H 5.36 -4.61 0.22  -0.001
97 H 5.04 -2.44 1.37  0.000
98 H 2.83 -1.36 1.39  -0.006

For the HOMO energy (spin up / spin down), the calculation gives -12.1901 / -12.2844 eV. Its expectation value of S² is 0.8182. The spin multiplicity is 2. The charge is +2. The lowest unoccupied orbital energy (spin up / spin down) comes out at -5.77 / -6.14 eV.

---

Below is a cluster of 2 separate species, C4H8NO3 in total, with properties calculated with ωB97M-V/def2-TZVPD.

Last column: Löwdin charge in e.
Positions of all 16 atoms, in Å:
1 C -0.53 -2.86 -1.37  -0.061
2 C 0.38 -1.58 -1.14  -0.789
3 O 1.46 -1.89 -0.60  -0.097
4 O 0.02 -0.52 -1.70  -0.109
5 H -1.59 -2.55 -1.39  0.044
6 H -0.40 -3.46 -0.47  0.044
7 H -0.34 -3.38 -2.30  0.046
8 C 0.80 1.32 1.62  -0.020
9 C -0.14 2.40 1.23  -0.605
10 O -0.32 3.44 1.85  0.006
11 N -0.83 2.11 0.09  0.158
12 H -1.19 2.84 -0.48  0.086
13 H -0.66 1.24 -0.41  0.063
14 H 0.77 0.38 1.05  0.067
15 H 0.70 1.01 2.66  0.077
16 H 1.85 1.51 1.36  0.091

For the HOMO energy, the calculation gives -4.4267 eV. The spin multiplicity is 1. The charge is -1. The lowest unoccupied orbital energy comes out at 3.84 eV.

---

| no. | M (g mol⁻¹) |
| --- | --- |
| 1 | 141.15 |
| 2 | 72.11 |
| 3 | 1031.04 |
| 4 | 118.11 |